Entry 1:
A 5-piece molecular cluster, H10O5 overall at a distorted geometry, computed with the ωB97M-V functional and the def2-TZVPD basis.

Properties
**ΔE to the lowest compared entry with this formula, charge and spin**: 31.9 kcal per mole
**Charge**: 0
**SMILES**: O.O.O.O.O

CARTESIAN COORDINATES (ANGSTROEM)
O: 0.160 0.897 -2.963
H: -0.663 0.769 -3.397
H: 0.295 0.154 -2.424
O: -0.578 1.297 1.194
H: -1.363 1.384 0.708
H: -0.113 0.594 0.770
O: -0.648 -1.613 -1.751
H: -0.963 -2.290 -1.174
H: -1.254 -1.611 -2.441
O: 1.018 -0.561 0.202
H: 0.498 -1.148 -0.425
H: 1.216 -1.108 0.986
O: 1.204 1.046 3.625
H: 0.482 1.038 4.232
H: 0.709 1.150 2.856

***

Entry 2:
A 2-piece molecular cluster, C10H21F9N3O5PS overall at a distorted geometry, computed with the ωB97M-V functional and the def2-TZVPD basis.

Properties
**Charge**: 0
**SMILES**: CCCNO[P@@](=O)(O)OCCCCC(F)(F)C(F)(F)S(F)(F)(F)(F)F.NC(N)=O
**E_tot**: -70000.8539 eV

CARTESIAN COORDINATES (ANGSTROEM)
C: -1.274 1.137 -2.711
C: -1.952 -0.025 -3.478
C: -2.252 -1.201 -2.551
N: -1.120 -1.520 -1.690
O: -1.463 -2.591 -0.814
P: -1.548 -1.925 0.668
O: -2.143 -0.598 0.576
O: -2.497 -2.823 1.576
O: -0.076 -1.982 1.224
C: 0.182 -1.021 2.291
C: 0.594 0.326 1.673
C: 2.082 0.693 1.865
C: 3.078 -0.454 1.563
C: 4.210 -0.076 0.613
F: 4.602 1.175 0.998
F: 5.294 -0.821 0.791
C: 3.850 0.088 -0.886
F: 4.916 0.454 -1.557
F: 3.005 1.099 -1.006
S: 3.073 -1.387 -1.758
F: 2.636 -0.431 -2.952
F: 1.689 -1.157 -1.057
F: 3.563 -2.413 -0.663
F: 4.429 -1.658 -2.543
F: 2.430 -2.593 -2.545
H: -0.315 0.773 -2.339
H: -1.056 1.927 -3.435
H: -1.904 1.511 -1.906
H: -1.326 -0.308 -4.329
H: -2.890 0.369 -3.873
H: -2.600 -2.094 -3.089
H: -3.063 -0.880 -1.890
H: -0.363 -1.874 -2.270
H: -3.368 -2.403 1.470
H: 0.965 -1.462 2.911
H: -0.700 -0.946 2.932
H: -0.002 1.135 2.099
H: 0.401 0.269 0.600
H: 2.204 0.977 2.915
H: 2.268 1.604 1.301
H: 3.579 -0.699 2.502
H: 2.563 -1.368 1.266
C: -3.908 2.970 1.710
O: -4.370 3.144 0.598
N: -4.361 3.655 2.807
N: -2.904 2.080 1.958
H: -3.996 3.529 3.732
H: -5.100 4.318 2.660
H: -2.548 1.552 1.177
H: -2.513 1.924 2.867

***

Entry 3:
A 3-piece molecular cluster, C17H42BIO9P3 overall at a distorted geometry, computed with the ωB97M-V functional and the def2-TZVPD basis.

Properties
**Charge**: +1
**E_tot**: -73379.1685 eV

CARTESIAN COORDINATES (ANGSTROEM)
C: 3.384 3.610 -3.227
C: 3.595 2.312 -3.341
C: 2.700 1.238 -2.777
P: 3.460 0.661 -1.223
I: 2.078 -0.918 -0.107
B: 3.691 2.277 -0.093
O: 2.492 2.799 0.283
C: 5.072 2.869 0.295
C: 6.169 2.771 -0.799
H: 3.974 4.294 -3.824
H: 2.675 4.055 -2.539
H: 4.467 1.977 -3.891
H: 1.665 1.538 -2.632
H: 2.735 0.381 -3.453
H: 4.689 0.092 -1.571
H: 2.398 3.695 -0.069
H: 4.955 3.930 0.526
H: 5.396 2.346 1.203
H: 7.158 2.834 -0.353
H: 6.104 1.856 -1.388
H: 6.036 3.606 -1.484
O: 0.904 -3.161 5.472
P: -0.384 -2.450 5.467
O: -0.098 -0.858 5.567
C: 0.869 -0.257 4.720
C: 0.335 -0.030 3.317
O: -1.037 -2.696 6.910
C: -0.477 -3.620 7.848
C: 0.424 -2.908 8.834
O: -1.831 -2.413 4.764
C: -2.051 -2.880 3.419
C: -1.247 -4.116 3.070
H: 1.780 -0.861 4.691
H: 1.125 0.699 5.176
H: 0.188 -0.986 2.801
H: 1.036 0.567 2.730
H: -0.626 0.483 3.345
H: 0.052 -4.423 7.337
H: -1.318 -4.072 8.375
H: 1.211 -2.359 8.317
H: 0.885 -3.620 9.519
H: -0.147 -2.183 9.414
H: -1.844 -2.068 2.716
H: -3.114 -3.100 3.345
H: -0.175 -3.895 3.032
H: -1.541 -4.500 2.093
H: -1.395 -4.899 3.815
O: -2.059 0.442 -5.279
P: -3.085 0.327 -4.230
O: -2.434 -0.470 -2.971
C: -1.166 -0.086 -2.479
C: -1.251 1.152 -1.600
O: -4.123 -0.782 -4.737
C: -4.076 -1.318 -6.064
C: -3.305 -2.620 -6.093
O: -4.239 1.134 -3.461
C: -4.220 2.570 -3.316
C: -3.701 3.290 -4.543
H: -0.464 0.074 -3.306
H: -0.794 -0.927 -1.891
H: -1.507 2.034 -2.195
H: -0.297 1.349 -1.102
H: -2.023 1.031 -0.840
H: -3.657 -0.594 -6.762
H: -5.109 -1.493 -6.362
H: -2.299 -2.487 -5.694
H: -3.232 -3.002 -7.111
H: -3.801 -3.367 -5.473
H: -3.638 2.837 -2.430
H: -5.249 2.867 -3.121
H: -2.637 3.091 -4.700
H: -3.823 4.367 -4.433
H: -4.232 2.965 -5.438